No. 1
C4H10NO3 as an isolated structure. Source: the Open Molecules 2025 dataset; level of theory: ωB97M-V/def2-TZVPD.

XYZ file:
```
18
Properties=species:S:1:pos:R:3:forces:R:3
C -1.1946 2.0552 0.5506 0.3 0.3 -1.2
N 0.0433 1.3308 0.3570 0.3 0.9 0.0
C 1.1498 2.1086 -0.2056 -0.8 -0.9 -0.5
C -0.0717 0.1130 -0.3706 -3.5 -2.0 0.6
C -0.6281 -1.0312 0.4515 4.6 -1.1 1.3
O -1.3156 -0.8050 1.4147 -1.3 -0.2 1.1
O -0.1859 -2.2184 0.0867 -0.9 0.0 -0.1
H -1.5785 2.5001 -0.3935 0.2 0.0 -0.1
H -1.0103 2.8985 1.2231 -0.4 -0.4 0.3
H -1.9455 1.3266 0.8224 -0.1 0.3 0.8
H 1.3411 3.0414 0.3249 0.0 -0.2 0.2
H 0.9234 2.3235 -1.2625 0.2 0.4 -0.1
H 1.9874 1.4104 -0.2068 0.4 0.5 0.1
H -1.1888 -0.2916 -0.5843 0.1 2.9 -2.5
H 0.4664 -0.1101 -1.2813 0.6 0.0 0.3
H 2.4956 -2.3528 -1.2422 0.0 0.0 0.0
H 0.5718 -2.0597 -0.6158 1.0 -0.6 -0.7
O 1.7236 -1.9591 -1.6561 -0.7 0.2 0.4
```
Forces are in eV/Å.

Properties
Frontier orbital gap (eV): 7.7421
HOMO level (eV): -4.000
E_LUMO (eV): 3.742
DFT total energy (a.u.): -438.8404
Spin multiplicity: 1
Total charge: -1
Relative energy (zero: lowest compared OMol25 entry of this formula, charge and spin) (kcal per mole): 90.9

Löwdin population analysis, charges in e, atoms 1 to 8: C -0.109; N -0.260; C -0.096; C -0.109; C -0.673; O 0.036; O 0.052; H 0.076

=====

No. 2
A 2-piece molecular cluster, C4H10NO3 overall. Source: the Open Molecules 2025 dataset; level of theory: ωB97M-V/def2-TZVPD.

XYZ file:
```
18
Properties=species:S:1:pos:R:3:forces:R:3
O -0.4165 -2.5421 -1.5814 -0.1 0.2 0.0
C -1.3306 -1.8302 -1.1059 -0.3 0.1 0.6
O -2.2476 -1.2102 -1.6881 0.1 0.0 -0.1
C -1.3530 -1.6841 0.4904 1.0 -1.6 -1.6
C -0.3808 -0.5854 0.8616 -0.8 0.8 1.2
C -0.8046 0.8073 0.3739 -0.5 -0.6 -0.8
N -0.8471 -2.9494 1.1035 0.0 0.6 0.3
H -2.4021 -1.5697 0.7278 -0.1 0.5 0.5
H 0.5804 -0.8874 0.4357 0.1 0.1 0.3
H -0.3370 -0.4987 1.9616 0.4 -0.5 -0.2
H -0.3062 0.9703 -0.5755 0.0 0.5 -0.2
H -1.8749 0.7657 0.1527 0.1 0.1 -0.1
H -0.6646 1.6392 1.0587 0.5 -0.1 0.2
H 0.0997 -3.0425 0.7409 0.0 0.0 0.0
H -1.3044 -3.7057 0.6192 -0.3 -0.3 -0.1
H 4.4532 5.0142 -1.8315 -0.1 -0.4 -0.5
H 4.2083 5.8246 -0.5920 0.5 -0.1 -0.2
O 4.9277 5.4842 -1.1516 -0.4 0.5 0.6
```
Forces are in eV/Å.

Properties
Frontier orbital gap (eV): 6.3482
HOMO level (eV): -3.739
E_LUMO (eV): 2.609
DFT total energy (a.u.): -438.9434
Spin multiplicity: 1
Total charge: -1
Relative energy (zero: lowest compared OMol25 entry of this formula, charge and spin) (kcal per mole): 26.2

Löwdin population analysis, charges in e, atoms 1 to 8: O -0.086; C -0.718; O -0.086; C -0.351; C -0.246; C -0.114; N 0.001; H 0.120